# 1
This record from the Open Molecules 2025 dataset describes a structure of composition C6H12O. The level of theory is wB97M-V/def2-TZVPD.

Output
HOMO energy = -0.2810 Ha
Energy = -310.9060 hartree
Molar mass = 100.2 g mol⁻¹
Strongest force on any atom = 0.0053 hartree/bohr
2S+1 = 1
LUMO energy = 0.795 eV
ΔE to the lowest compared entry with this formula, charge and spin = 96.2 kcal per mole

Last column: Mulliken charge in e.
Geometry (Å):
C: -0.325481 -0.038798 0.070711  1.266
H: 1.177421 -0.986878 1.219296  0.309
H: -1.477636 -1.031106 -1.447149  0.536
H: 0.134374 -0.500767 -1.999281  0.456
H: 2.315848 -0.622605 -0.973598  0.295
H: -1.890032 -1.251983 1.027514  0.272
C: 2.212500 0.205141 -0.263384  -1.233
H: -2.509688 1.658234 1.010450  0.174
H: -0.837419 1.399018 -1.265733  0.428
H: -0.007190 -1.916385 -0.947405  0.354
C: -1.481245 -0.234677 1.047699  -0.791
C: 1.056838 -0.023592 0.706183  -0.653
H: 3.159097 0.290690 0.279152  0.377
H: 2.067742 1.130035 -0.833015  0.295
C: -2.362930 0.800830 0.330940  -0.378
H: 1.058852 0.747522 1.485791  0.397
C: -0.427527 -0.927374 -1.158457  -1.895
H: -1.164085 -0.005534 2.075936  0.325
O: -0.699331 1.352703 -0.309417  -0.534

Cartesian forces, eV/Å:
C 0.1 -0.2 0.1
H 0.0 0.1 -0.1
H 0.2 0.0 0.0
H 0.0 -0.1 0.1
H 0.0 0.1 0.1
H 0.0 0.2 0.0
C 0.0 0.0 -0.1
H 0.0 -0.1 -0.1
H 0.0 0.0 0.2
H -0.1 0.1 0.0
C 0.0 -0.1 0.0
C 0.0 0.0 0.1
H -0.1 0.0 -0.1
H 0.0 -0.1 0.1
C 0.1 0.1 0.2
H 0.0 -0.1 -0.1
C 0.0 0.0 0.0
H -0.1 0.0 -0.1
O -0.1 0.1 -0.2

***

# 2
This record from the Open Molecules 2025 dataset describes a cluster of 3 separate species, C6H12O in total. The level of theory is wB97M-V/def2-TZVPD.

Output
HOMO energy = -0.3568 Ha
Energy = -310.9053 hartree
Molar mass = 100.2 g mol⁻¹
SMILES = C1=CC1.C=O.CC
Strongest force on any atom = 0.0176 hartree/bohr
2S+1 = 1
LUMO energy = 0.931 eV
ΔE to the lowest compared entry with this formula, charge and spin = 96.6 kcal per mole

Last column: Mulliken charge in e.
Geometry (Å):
C: -0.776849 -0.390087 1.509588  -0.187
H: 0.400619 -1.417427 -2.498121  0.306
H: -1.297689 -1.639285 -2.018376  0.312
C: -0.061087 0.024067 2.498923  -0.612
H: 1.549331 2.000362 1.658201  0.347
H: 0.301444 -2.139714 2.296650  0.232
C: -0.407148 -1.019442 -1.884151  -0.575
C: 0.443928 -1.182961 1.813869  -0.464
H: 0.253725 1.024934 -2.066859  0.169
C: 1.176899 1.692731 0.666583  -0.230
H: -1.448319 0.841745 -1.590866  0.194
O: 1.817898 0.980858 -0.068987  -0.434
H: -0.961423 0.568174 -3.266500  0.347
H: -0.133238 -1.141528 -0.823408  -0.016
H: -0.045979 0.583020 3.401628  0.447
H: -1.733360 -0.295118 1.054115  0.418
H: 0.241569 2.173147 0.342868  0.268
H: 1.334351 -1.101056 1.199385  0.185
C: -0.654673 0.437582 -2.224543  -0.709

Cartesian forces, eV/Å:
C -0.1 0.5 0.5
H 0.0 -0.1 0.1
H 0.0 0.1 -0.2
C -0.6 0.0 0.3
H 0.0 -0.1 0.1
H 0.2 -0.3 0.0
C 0.1 -0.3 0.5
C 0.4 -0.6 -0.2
H -0.1 0.0 0.0
C 0.6 0.1 -0.6
H 0.0 0.1 -0.1
O -0.2 0.2 0.5
H 0.0 0.0 0.1
H 0.1 0.1 -0.5
H 0.2 0.4 0.3
H -0.3 -0.1 -0.5
H -0.2 -0.1 0.0
H 0.0 -0.1 -0.2
C -0.1 0.2 0.0

***

# 3
This record from the Open Molecules 2025 dataset describes an isolated molecule of C6H12O. The level of theory is wB97M-V/def2-TZVPD.

Output
HOMO energy = -0.3525 Ha
Energy = -311.0005 hartree
Molar mass = 100.2 g mol⁻¹
SMILES = COCC1(C)CC1
Strongest force on any atom = 0.0071 hartree/bohr
2S+1 = 1
LUMO energy = 1.051 eV
ΔE to the lowest compared entry with this formula, charge and spin = 36.9 kcal per mole

Last column: Mulliken charge in e.
Geometry (Å):
H: -2.176622 1.516433 -0.440267  0.429
H: 3.318306 1.172699 -0.325464  0.242
C: -1.087304 -0.890088 -1.087811  -0.802
C: 0.563749 -0.221154 0.822531  -0.923
H: 0.962338 -1.230608 0.629422  0.473
C: -1.199795 1.428638 0.048023  -1.504
H: -1.666096 -0.447465 -1.895036  0.275
C: 2.675450 0.305896 -0.140890  -0.698
H: 2.462499 -0.185956 -1.105555  0.293
C: -1.772615 -1.102079 0.236733  -0.836
H: -1.282814 1.848002 1.058161  0.323
O: 1.511844 0.776510 0.488316  -0.328
H: -0.476956 2.034415 -0.507391  0.286
H: -2.816603 -0.813695 0.338219  0.276
H: 0.379218 -0.145252 1.902456  0.288
H: -1.505443 -1.988926 0.809131  0.264
H: 3.227787 -0.401845 0.498281  0.288
C: -0.745599 -0.014921 0.086614  1.407
H: -0.371349 -1.640597 -1.415465  0.248

Cartesian forces, eV/Å:
H 0.1 0.0 0.1
H -0.1 -0.2 0.0
C 0.1 0.0 -0.2
C -0.1 -0.2 0.1
H -0.1 0.2 0.0
C -0.1 0.0 0.0
H 0.1 -0.1 0.1
C 0.3 -0.1 -0.2
H 0.0 0.1 0.2
C -0.1 -0.1 0.2
H 0.0 -0.1 -0.1
O 0.0 0.0 0.0
H -0.1 -0.1 0.1
H 0.2 0.0 -0.1
H 0.0 0.0 -0.1
H 0.0 0.2 -0.1
H -0.1 0.1 -0.1
C 0.0 0.1 0.0
H -0.1 0.1 0.1

***

# 4
This record from the Open Molecules 2025 dataset describes a cluster of 2 separate species, C6H12O in total. The level of theory is wB97M-V/def2-TZVPD.

Output
HOMO energy = -0.3219 Ha
Energy = -311.0013 hartree
Molar mass = 100.2 g mol⁻¹
SMILES = C=C(C)O.C=CC
Strongest force on any atom = 0.0074 hartree/bohr
2S+1 = 1
LUMO energy = 0.983 eV
ΔE to the lowest compared entry with this formula, charge and spin = 36.4 kcal per mole

Last column: Mulliken charge in e.
Geometry (Å):
H: 3.074098 -1.096239 0.603572  0.344
H: 0.727572 -0.779485 -2.718907  0.340
C: 1.418664 -1.175734 -0.755219  0.255
H: 2.074330 0.372287 0.595857  0.275
C: -1.408264 0.310905 1.930089  -0.999
H: -1.335428 1.251107 2.464505  0.260
H: -1.253915 2.408676 0.297842  0.299
H: -1.224926 -0.854014 -0.897592  0.324
H: 1.185056 -2.238986 -0.822951  0.314
H: -2.471815 1.644152 -0.748213  0.287
C: -1.492407 1.509683 -0.274948  -0.958
C: 1.156651 -0.389818 -1.798567  -1.011
H: -1.438747 -0.612831 2.498360  0.295
O: -1.683909 -0.902345 -0.047184  -0.546
C: 2.045895 -0.719807 0.529160  -1.069
H: -0.751655 1.409021 -1.077161  0.202
H: 1.493542 -1.101233 1.394219  0.245
C: -1.498585 0.289526 0.602032  0.820
H: 1.383843 0.675134 -1.774893  0.323

Cartesian forces, eV/Å:
H -0.2 0.0 0.0
H 0.1 0.0 0.1
C 0.0 0.1 -0.2
H 0.0 -0.2 0.0
C 0.0 0.0 -0.1
H 0.0 -0.1 -0.1
H 0.0 -0.1 0.0
H -0.1 0.0 0.1
H 0.0 0.1 0.0
H 0.1 -0.1 0.1
C 0.0 0.0 0.0
C 0.1 -0.1 0.1
H 0.0 0.1 -0.1
O 0.1 0.0 -0.1
C 0.0 0.0 0.0
H -0.1 0.0 0.1
H 0.1 0.1 -0.1
C 0.0 0.2 0.3
H 0.0 -0.2 0.0

***

# 5
This record from the Open Molecules 2025 dataset describes a cluster of 2 separate species, C6H12O in total. The level of theory is wB97M-V/def2-TZVPD.

Output
HOMO energy = -0.3134 Ha
Energy = -310.9772 hartree
Molar mass = 100.2 g mol⁻¹
SMILES = C=C(C)C(=C)C.O
Strongest force on any atom = 0.0389 hartree/bohr
2S+1 = 1
LUMO energy = 0.850 eV
ΔE to the lowest compared entry with this formula, charge and spin = 51.5 kcal per mole

Last column: Mulliken charge in e.
Geometry (Å):
C: 0.270862 0.417436 -0.869589  0.772
H: -1.899999 1.758792 0.230813  0.362
H: 0.455740 2.376435 -0.015943  0.316
H: 2.010912 -1.997897 2.063411  0.303
C: 1.071132 1.506541 -0.229358  -1.312
O: 1.951600 -1.730411 1.140568  -0.647
C: -1.108485 -1.426778 0.069811  -1.421
H: -1.506799 -1.873074 0.966472  0.376
H: -1.200450 1.326024 1.752443  0.314
H: -0.897007 -2.118205 -0.731051  0.344
H: 1.936009 1.876267 -0.771239  0.414
H: 0.901395 0.475273 -2.891765  0.334
H: 1.452707 1.180430 0.740111  0.296
H: 1.045071 -1.921567 0.865081  0.372
C: -0.771191 -0.128583 0.087220  1.036
C: 0.456225 -0.081244 -2.089179  -0.901
H: -2.526205 0.472583 1.111886  0.432
C: -1.570854 0.898572 0.813315  -1.555
H: -0.070666 -1.010593 -2.243007  0.166

Cartesian forces, eV/Å:
C -0.1 0.1 0.5
H 0.6 -0.1 -0.6
H -0.2 0.2 0.1
H -0.1 0.0 -0.1
C 0.0 0.8 0.1
O 0.1 0.0 0.0
C 0.3 0.2 0.8
H -1.1 0.0 -0.1
H 0.6 -0.1 -0.2
H 0.8 0.0 0.1
H 0.0 -0.3 -0.5
H 0.8 -0.3 -0.1
H -0.1 -0.3 0.0
H 0.1 0.1 0.1
C 0.5 -0.3 -1.8
C -1.0 0.1 0.8
H 0.0 -0.4 0.0
C -0.9 0.2 1.7
H -0.2 0.1 -0.9

***

# 6
This record from the Open Molecules 2025 dataset describes an isolated molecule of C6H12O. The level of theory is wB97M-V/def2-TZVPD.

Output
HOMO energy = -0.3463 Ha
Energy = -311.0201 hartree
Molar mass = 100.2 g mol⁻¹
SMILES = CC[C@@]1(C)C[C@H]1O
Strongest force on any atom = 0.0058 hartree/bohr
2S+1 = 1
LUMO energy = 0.905 eV
ΔE to the lowest compared entry with this formula, charge and spin = 24.6 kcal per mole

Last column: Mulliken charge in e.
Geometry (Å):
C: 1.283533 -0.250757 -0.876802  -0.130
H: 1.613010 -1.740316 0.702740  0.286
C: -2.085561 -0.063211 -0.251134  -1.142
O: 0.925836 -1.278596 -1.756098  -0.539
H: -1.111533 -0.751299 1.550159  0.347
C: 1.693086 -0.676072 0.495392  -1.096
H: -0.021264 1.641144 1.755919  0.336
H: -2.299805 0.950178 0.106045  0.302
H: -1.903507 -0.000432 -1.331560  0.280
H: 0.251679 -0.928090 -2.352774  0.344
C: 0.404736 0.090723 0.299342  1.241
H: -0.256148 2.148996 0.072726  0.334
C: -0.890822 -0.682346 0.476277  -0.704
H: -0.742965 -1.707593 0.119365  0.350
H: -2.989010 -0.663912 -0.101004  0.368
H: 2.537729 -0.179744 0.966394  0.272
H: 1.378360 1.979681 0.727693  0.414
C: 0.373288 1.542487 0.735957  -1.601
H: 1.839358 0.569160 -1.338635  0.338

Cartesian forces, eV/Å:
C 0.1 0.2 0.1
H 0.0 0.2 0.0
C 0.0 0.0 0.0
O -0.2 0.1 -0.2
H 0.0 0.0 -0.1
C 0.1 -0.1 0.1
H 0.1 -0.1 -0.1
H 0.0 -0.2 0.0
H 0.0 0.0 0.1
H 0.1 -0.1 0.1
C -0.1 0.0 0.0
H 0.1 -0.1 0.1
C 0.0 -0.1 0.0
H 0.0 0.1 0.1
H 0.1 0.1 0.0
H -0.1 -0.1 -0.1
H -0.1 -0.1 0.0
C 0.0 0.1 0.0
H -0.1 -0.1 0.1